{"formula": "CFO3", "method": "ωB97M-V/def2-TZVPD", "species": ["C", "O", "O", "O", "F"], "coordinates": [[-0.8024, -0.2251, 0.6350], [-0.3221, -0.0857, 1.6410], [-1.3708, -0.6947, -0.2507], [0.7187, 1.0149, -1.0450], [1.7766, -0.0094, -0.9803]], "multiplicity": 1, "homo_ev": -2.910, "charge": -1, "mol_weight_g_mol": 79.0, "relative_energy_kj_mol": 100.8, "total_energy_ev": -9894.7551, "gap_ha": 0.25245}

***

{"formula": "CH10Br2N2O4Pt", "method": "ωB97M-V/def2-TZVPD", "species": ["Pt", "Br", "Br", "C", "O", "N", "N", "H", "H", "H", "H", "O", "H", "H", "O", "H", "H", "O", "H", "H"], "coordinates": [[6.9418, -6.5627, 5.4329], [8.0670, -4.4775, 4.2968], [8.2561, -8.7684, 4.7367], [4.9908, -8.8591, 7.0137], [5.7495, -7.9343, 6.7077], [4.4655, -9.7317, 6.1091], [4.6080, -9.0811, 8.2921], [3.8283, -10.4650, 6.3456], [4.9255, -9.8002, 5.2152], [3.8070, -9.6792, 8.3700], [5.0856, -8.7863, 9.1200], [5.2403, -6.9451, 3.9767], [4.9213, -7.8328, 3.7758], [4.4454, -6.4048, 4.0769], [8.1254, -6.2814, 7.2348], [8.0483, -6.5900, 8.1454], [8.9340, -5.7488, 7.2066], [5.3731, -5.2295, 6.5624], [5.5624, -4.3497, 6.9182], [5.0065, -5.7312, 7.3021]], "multiplicity": 3, "homo_ev": [-7.136, -7.730], "mol_weight_g_mol": 469.0, "relative_energy_kj_mol": 0.0, "total_energy_ev": -155701.5811, "s_squared": 2.005, "gap_ha": [0.24901, 0.26886]}

***

{"formula": "CH10F3O8S", "method": "ωB97M-V/def2-TZVPD", "species": ["C", "F", "F", "F", "S", "O", "O", "O", "O", "H", "H", "O", "H", "H", "O", "H", "H", "O", "H", "H", "O", "H", "H"], "coordinates": [[-4.2638, -9.8252, -40.7962], [-4.2673, -10.7033, -39.7902], [-4.7148, -8.6489, -40.3530], [-3.0000, -9.6588, -41.2156], [-5.2767, -10.4817, -42.2403], [-5.1143, -9.4713, -43.2957], [-4.6420, -11.7684, -42.5556], [-6.6431, -10.5595, -41.7328], [-3.2137, -6.5718, -38.4798], [-3.4370, -6.9256, -39.3508], [-2.3746, -6.1165, -38.6054], [-3.6342, -7.3151, -44.1636], [-3.4467, -6.6130, -43.5323], [-4.1600, -7.9797, -43.6551], [-1.8606, -11.8173, -43.1138], [-2.8285, -11.9724, -43.0062], [-1.6146, -12.3232, -43.8937], [-6.2332, -6.8839, -45.6396], [-5.4381, -7.1876, -45.1569], [-6.2266, -5.9292, -45.5295], [-2.2071, -12.8798, -39.0567], [-2.0575, -12.4757, -38.1958], [-3.1597, -12.8201, -39.1976]], "multiplicity": 1, "homo_ev": -6.540, "charge": -1, "mol_weight_g_mol": 239.1, "total_energy_ev": -36570.0234, "gap_ha": 0.34467}

***

{"formula": "CH10N2O3", "method": "ωB97M-V/def2-TZVPD", "species": ["H", "N", "C", "N", "H", "H", "H", "O", "H", "H", "O", "H", "H", "O", "H", "H"], "coordinates": [[-0.2650, -0.8334, -2.2579], [-0.6057, 0.0265, -1.8315], [0.2716, 0.6047, -1.1079], [-0.0030, 1.6610, -0.3238], [1.3152, 0.2900, -1.1724], [0.6148, 1.9008, 0.4323], [-0.8597, 2.1747, -0.4212], [0.5259, -1.6772, 0.6128], [-0.3311, -1.4388, 0.2258], [0.3480, -2.4415, 1.1690], [-2.3636, -0.9289, 0.2362], [-2.1875, -0.4488, -0.5967], [-3.2170, -0.6322, 0.5659], [2.1669, 0.7858, 1.6857], [2.6324, 0.2000, 2.2949], [1.7491, 0.1239, 1.1099]], "multiplicity": 1, "homo_ev": -9.453, "mol_weight_g_mol": 98.1, "relative_energy_kj_mol": 36.6, "smiles": "[H]/N=C/N.O.O.O", "total_energy_ev": -10322.1974, "gap_ha": 0.37650}

***

{"formula": "CH10N2O3", "method": "ωB97M-V/def2-TZVPD", "species": ["N", "C", "N", "H", "H", "H", "H", "H", "H", "O", "H", "H", "O", "H", "H", "O"], "coordinates": [[2.1109, -0.3043, 0.6713], [0.8034, 0.2790, 0.5548], [-0.2303, -0.6437, 0.6695], [2.3465, -0.5665, 1.6184], [2.2421, -1.0484, 0.0057], [0.7097, 1.0408, 1.3561], [-1.0922, -0.0654, 0.7596], [-1.3671, 1.0324, -0.6367], [-0.2519, -1.4618, -0.0967], [-1.1850, 0.6011, -1.5435], [0.6716, 0.8276, -0.4128], [-0.0749, -2.6363, -1.5927], [0.5045, -2.2172, -0.9357], [-2.4822, 2.0650, 0.9931], [-1.0551, 1.4033, -2.0835], [-1.6500, 1.6943, 0.6731]], "multiplicity": 1, "homo_ev": -9.337, "mol_weight_g_mol": 98.1, "relative_energy_kj_mol": 784.9, "total_energy_ev": -10314.4416, "gap_ha": 0.16484}

***

{"formula": "CH10N3", "method": "ωB97M-V/def2-TZVPD", "species": ["N", "H", "H", "H", "H", "N", "C", "N", "H", "H", "H", "H", "H", "H"], "coordinates": [[0.0080, -1.9585, 1.3972], [0.6342, -0.8402, -0.0292], [-0.1905, -1.5684, 2.3121], [-0.8237, -2.4462, 1.0746], [0.7183, -2.6851, 1.5119], [0.0082, 2.1875, -0.3118], [-0.5160, 0.8491, -0.5105], [0.6167, -0.0854, -0.7575], [-0.7442, 2.8458, -0.1369], [0.4481, 2.5197, -1.1663], [-1.0392, 0.5183, 0.3831], [-1.1959, 0.7565, -1.3548], [1.5015, 0.4329, -0.6817], [0.5746, -0.5260, -1.7303]], "multiplicity": 2, "homo_ev": [-2.955, -10.216], "mol_weight_g_mol": 64.1, "relative_energy_kj_mol": 16.7, "total_energy_ev": -5666.4445, "s_squared": 0.751, "gap_ha": [0.14617, 0.40014]}

***

{"formula": "CH10N3O2", "method": "ωB97M-V/def2-TZVPD", "species": ["N", "C", "N", "N", "H", "H", "H", "H", "H", "H", "H", "H", "O", "H", "H", "O"], "coordinates": [[1.9841, 0.2301, 1.0729], [1.7568, -0.2615, -0.1557], [0.6296, -0.8501, -0.5954], [2.7495, -0.1306, -1.0653], [1.3306, -0.1161, 1.7709], [2.8942, 0.6688, 1.1906], [0.3983, -1.3387, -1.4612], [-0.0295, -1.0333, 0.1807], [3.3871, 0.6572, -1.0155], [2.5743, -0.4556, -2.0094], [-2.3289, 0.1741, 0.7514], [-1.6134, -0.3936, 2.0228], [-1.4532, -0.0872, 1.1096], [-4.5169, 0.4422, -0.9781], [-3.9034, 1.7280, -0.4761], [-3.8591, 0.7662, -0.3420]], "multiplicity": 2, "homo_ev": [-19.780, -18.158], "charge": 2, "mol_weight_g_mol": 96.1, "relative_energy_kj_mol": 86.5, "total_energy_ev": -9744.2965, "s_squared": 0.770, "gap_ha": [0.43357, 0.10927]}

***

{"formula": "CH10N4O", "method": "ωB97M-V/def2-TZVPD", "species": ["C", "N", "N", "H", "H", "H", "H", "H", "H", "N", "N", "O", "H", "H", "H", "H"], "coordinates": [[2.2672, 0.0577, -0.5446], [1.3349, -0.6788, 0.3031], [0.4237, 0.1753, 1.0048], [0.7655, -1.2853, -0.2814], [0.9293, 0.5983, 1.7779], [0.0620, 0.9144, 0.3860], [2.8757, -0.6585, -1.0964], [1.7631, 0.7298, -1.2521], [2.9290, 0.6486, 0.0921], [-2.6091, -0.6027, -0.2195], [-2.1483, -0.9064, 0.8740], [-1.1853, 1.1521, -1.1320], [-1.7073, 1.6952, -1.7297], [-1.7669, 0.1206, -0.9468], [-2.7707, -1.3114, 1.5976], [-1.1628, -0.6488, 1.1669]], "multiplicity": 1, "homo_ev": -8.648, "mol_weight_g_mol": 94.1, "relative_energy_kj_mol": 120.6, "total_energy_ev": -9203.4789, "gap_ha": 0.33272}

***

Copy entry 2 word for word.
{"formula": "CH10Br2N2O4Pt", "method": "ωB97M-V/def2-TZVPD", "species": ["Pt", "Br", "Br", "C", "O", "N", "N", "H", "H", "H", "H", "O", "H", "H", "O", "H", "H", "O", "H", "H"], "coordinates": [[6.9418, -6.5627, 5.4329], [8.0670, -4.4775, 4.2968], [8.2561, -8.7684, 4.7367], [4.9908, -8.8591, 7.0137], [5.7495, -7.9343, 6.7077], [4.4655, -9.7317, 6.1091], [4.6080, -9.0811, 8.2921], [3.8283, -10.4650, 6.3456], [4.9255, -9.8002, 5.2152], [3.8070, -9.6792, 8.3700], [5.0856, -8.7863, 9.1200], [5.2403, -6.9451, 3.9767], [4.9213, -7.8328, 3.7758], [4.4454, -6.4048, 4.0769], [8.1254, -6.2814, 7.2348], [8.0483, -6.5900, 8.1454], [8.9340, -5.7488, 7.2066], [5.3731, -5.2295, 6.5624], [5.5624, -4.3497, 6.9182], [5.0065, -5.7312, 7.3021]], "multiplicity": 3, "homo_ev": [-7.136, -7.730], "mol_weight_g_mol": 469.0, "relative_energy_kj_mol": 0.0, "total_energy_ev": -155701.5811, "s_squared": 2.005, "gap_ha": [0.24901, 0.26886]}